The following is a quantum chemistry calculation of one molecule with the formula C15H22FNO2, from OMol25.

Each line ends with the Löwdin charge.
Element x y z (Å)
F (5.72934, 0.35615, -0.49250)  0.057
O (1.38161, 3.54566, -0.17246)  -0.019
O (1.26639, 0.18170, 1.20722)  -0.035
N (-1.28727, 1.06885, -0.15959)  -0.171
C (3.54082, 0.34494, 0.34011)  0.053
C (-3.67463, -2.47781, 0.25747)  -0.075
C (4.62198, -0.34978, -0.17197)  -0.271
C (4.61135, -1.71476, -0.36911)  -0.026
C (-3.34874, 0.00120, 0.57911)  -0.156
C (1.11851, 1.58172, 1.26005)  -0.126
C (2.36427, -1.74521, 0.48552)  -0.012
C (-1.03090, -0.00325, -1.10279)  -0.182
C (-0.58762, 2.29078, -0.48433)  -0.145
C (-2.71628, 1.26243, -0.00126)  -0.192
C (3.45912, -2.40707, -0.02743)  -0.074
C (0.90599, 2.21865, -0.13282)  -0.350
C (2.38848, -0.35968, 0.67698)  -0.270
C (-3.09902, -1.19625, -0.33580)  -0.397
C (-1.59259, -1.31193, -0.55890)  -0.155
H (-1.36955, -2.12272, -1.25509)  0.119
H (-3.58353, -1.00727, -1.30143)  0.141
H (0.04675, -0.10389, -1.23952)  0.112
H (-3.20095, 1.50864, -0.96489)  0.128
H (0.23044, 1.74115, 1.87330)  0.136
H (-3.49545, -3.32069, -0.40637)  0.075
H (-1.48203, 0.21675, -2.08959)  0.131
H (1.97805, 2.05230, 1.75670)  0.129
H (3.63311, 1.41064, 0.47166)  0.115
H (-4.42011, 0.16112, 0.71491)  0.116
H (-3.21075, -2.69231, 1.21772)  0.079
H (-1.10287, -1.52370, 0.39247)  0.115
H (-2.90207, -0.19620, 1.55479)  0.123
H (3.41918, -3.47610, -0.16811)  0.108
H (5.47707, -2.21133, -0.77480)  0.114
H (1.43738, 1.60642, -0.87732)  0.141
H (2.34348, 3.55050, -0.11057)  0.093
H (-1.00339, 3.10536, 0.11370)  0.130
H (-2.87904, 2.10040, 0.68140)  0.120
H (-4.74753, -2.38126, 0.40855)  0.075
H (-0.68468, 2.57299, -1.54689)  0.135
H (1.46567, -2.27716, 0.75190)  0.112

Properties
- energy above the lowest of the compared OMol25 structures with the same formula, charge and spin (kcal per mole) = 1.22
- HOMO (eV) = -8.5
- structure (SMILES) = CC1CCN(C[C@@H](O)COc2cccc(F)c2)CC1